[1]
Below is a molecular structure, C18H34B3IO11S3, with properties calculated with the ωB97M-V functional and the def2-TZVPD basis.

The orbital gap is 0.334 Eh.

Geometry as XYZ:
```
70
Properties=species:S:1:pos:R:3:lowdin_charge:R:1
I 2.61290 -9.00017 -1.83359 0.83
S -0.55069 -3.21140 -0.13705 0.67
S 0.17228 3.48932 3.49592 0.57
S -4.25939 6.08813 3.38092 0.57
O -1.00951 2.44975 3.24203 -0.27
O 1.39176 2.77550 3.71017 -0.27
O -1.93497 -3.47909 -0.40890 -0.35
O -0.18780 -1.85434 -0.41098 -0.33
O 2.69746 -5.47243 -0.85276 0.29
O 4.09189 -4.34847 -2.48988 0.30
O -4.42810 7.28789 2.62439 -0.27
O -5.68775 5.44719 3.67104 -0.26
O 2.67391 -3.13621 -0.96375 0.31
O 0.09167 4.52680 2.51190 -0.28
O -3.50122 6.08974 4.59728 -0.28
C 2.66232 -1.09742 -3.34275 -0.23
C 0.37507 -4.36668 -1.12245 -0.10
C -0.39920 4.11452 5.03957 -0.11
C 1.15610 -0.71808 -5.11595 -0.09
C 3.90209 -1.82296 -2.82969 0.00
C 3.65361 -7.27571 -4.09150 -0.18
C 2.24621 -1.37746 -4.62225 -0.05
C -6.49609 6.03376 4.71013 -0.25
C 0.15119 1.47760 -2.26118 -0.03
C -1.10019 1.83129 1.94100 -0.25
C -3.65206 4.82560 2.32005 -0.12
C 4.71903 -6.72662 -1.81461 -0.13
C 0.46891 0.18625 -4.35397 -0.06
C -0.02654 0.78857 1.70909 -0.07
C -7.08879 7.36955 4.30505 -0.07
C 0.90603 0.44430 -3.07589 -0.27
C 4.16348 -7.80797 -2.75955 -0.77
C 1.99523 -0.20211 -2.55000 0.00
B 1.95034 -4.30899 -0.95809 -0.55
B 3.78713 -5.45460 -1.70198 -0.56
B 3.53411 -3.14507 -2.05770 -0.48
H -1.07949 2.59856 1.16355 0.11
H 0.86150 2.26533 -1.99478 0.09
H 2.76812 -2.10606 -5.23089 0.12
H 4.96724 -8.50946 -2.97769 0.07
H 5.69706 -6.43338 -2.21194 0.12
H 0.96519 1.23946 1.68612 0.08
H 4.53084 -1.17765 -2.20817 0.13
H -0.18526 0.27961 0.76040 0.04
H 4.47734 -2.11027 -3.71321 0.11
H -3.55089 3.90508 2.89011 0.07
H -7.63336 7.27778 3.36510 0.09
H -6.31330 8.11991 4.15898 0.07
H 3.32902 -8.12124 -4.70166 0.07
H 0.80174 -0.88198 -6.12884 0.11
H -5.91325 6.12097 5.62897 0.11
H -2.08088 1.35900 1.90273 0.12
H 0.13241 -4.16041 -2.17015 0.13
H -0.40557 0.68882 -4.74379 0.11
H 0.01771 -5.37535 -0.90343 0.11
H -2.67935 5.15182 1.95328 0.07
H -0.26859 1.04527 -1.35331 0.06
H 2.78638 -6.61589 -3.99453 0.08
H -1.34266 4.63621 4.88862 0.05
H -7.29691 5.32176 4.90162 0.12
H -4.34048 4.69922 1.48828 0.08
H -0.51544 3.28384 5.73104 0.08
H 0.35936 4.80260 5.40618 0.08
H 4.89459 -7.19539 -0.84270 0.10
H 2.33089 -0.01085 -1.53832 0.14
H -0.37884 -3.47856 1.18940 0.09
H -0.65151 1.92597 -2.84556 0.07
H -0.02902 0.05061 2.51231 0.09
H 4.43219 -6.74783 -4.64946 0.09
H -7.76718 7.73252 5.07772 0.08
```

***

[2]
Below is a single C3H5F molecule, with properties calculated with the ωB97M-V functional and the def2-TZVPD basis.

The orbital gap is 0.431 Eh. The value obtained for the energy above the lowest of the compared OMol25 structures with the same formula, charge and spin is 64.65 kJ/mol. The SMILES is FC1CC1.

Geometry as XYZ:
```
9
Properties=species:S:1:pos:R:3:nbo_charge:R:1
F -1.92733 -0.04462 -0.20223 -0.36
C 0.36630 0.80315 -0.13673 -0.46
C -0.65785 -0.05092 0.43175 0.19
C 0.54763 -0.70042 -0.21032 -0.45
H -0.21561 1.17156 -1.01210 0.24
H 1.00426 1.46195 0.46147 0.23
H 0.36111 -1.12713 -1.16623 0.22
H 1.26061 -1.16148 0.40547 0.22
H -0.73911 -0.35208 1.42891 0.18
```

***

[3]
Below is a molecular structure, C40H38ClN4O6ReSi, with properties calculated with the ωB97M-V functional and the def2-TZVPD basis.

The orbital gap (alpha / beta) is 0.261 / 0.243 Eh. The value obtained for the energy above the lowest of the compared OMol25 structures with the same formula, charge and spin is 29.65 kJ/mol. Its net charge is -1. As for the spin multiplicity: 2.

Geometry as XYZ:
```
91
Properties=species:S:1:pos:R:3:mulliken_spin:R:1
Re 0.03165 0.57828 -0.50955 0.74
Cl -7.74334 0.00054 -0.04212 0.00
Si 0.38059 -3.79708 -3.04722 0.00
O 0.37041 -0.36280 1.19394 0.05
O 0.36409 -2.04694 2.65487 0.00
O -1.66613 1.17752 -1.19799 0.05
O 2.88232 3.46174 2.75394 0.00
O -0.86059 1.58576 3.15360 0.00
O -1.96126 -0.91481 0.28401 0.00
N 2.09387 0.96039 -0.31903 0.00
N 0.63515 1.54822 -2.29705 -0.01
N -0.22373 2.44273 0.69699 0.02
N 0.65332 2.61863 1.76145 -0.01
C -6.02487 -0.28616 0.07501 0.00
C 1.13235 1.23987 5.07885 0.00
C -2.48206 4.71681 -1.04716 0.00
C -1.86647 3.50524 -0.73472 0.01
C 3.55800 2.53578 4.80123 0.00
C 4.15188 -2.82294 -0.37305 0.00
C -3.32432 -0.73356 0.28989 0.00
C 3.31760 1.74638 5.91079 0.00
C -4.04449 -0.45190 1.45187 0.00
C -1.37549 -1.97426 1.02755 0.01
C 1.86281 -4.80502 -2.49745 0.01
C -3.78292 3.65674 -2.75284 0.00
C 3.51432 -1.55537 2.00500 0.00
C 0.25169 -1.13808 -1.58889 0.00
C -1.18637 -4.73544 -2.60773 0.00
C 3.35337 -0.87763 0.80061 0.00
C -2.21488 2.36180 -1.46499 0.01
C -3.18441 2.44381 -2.46230 0.00
C 2.19082 2.50269 -3.64815 -0.01
C 1.34768 2.02534 3.95056 0.00
C 2.69408 1.63335 -1.25102 0.01
C 3.66220 -1.52406 -0.38979 0.00
C 0.99685 2.36869 -4.35423 0.01
C -3.38571 -0.31923 2.79480 0.00
C -0.11673 -1.46909 1.71322 0.02
C 2.58457 2.68114 3.81124 0.00
C 0.25599 2.06235 2.91154 0.00
C 1.93684 1.97586 -2.37926 0.00
C 2.89959 0.55991 0.84258 0.01
C -5.41477 -0.23878 1.31430 0.00
C 0.07158 1.76756 -3.49116 -0.01
C 4.00268 -2.85192 2.02160 0.00
C -3.42706 4.80461 -2.05307 0.00
C -5.29909 -0.54500 -1.07404 0.00
C 2.10000 1.08992 6.05733 0.00
C 0.44881 -3.56476 -4.90781 0.00
C -3.94018 -0.77452 -0.95309 0.00
C 0.36399 -2.18177 -2.21914 0.10
C -0.93625 3.45353 0.38629 -0.02
C 4.32890 -3.48813 0.83115 0.00
H 3.77136 1.21928 0.88389 0.00
H 2.32659 0.73720 1.74298 -0.01
H 1.33392 -2.98979 -5.18674 0.00
H -0.42725 -3.01693 -5.26088 0.00
H -3.21032 -1.29015 3.26352 0.00
H -0.95275 1.49784 -3.68454 0.01
H 0.80349 2.66504 -5.37293 0.00
H 3.12899 2.90192 -3.99909 0.00
H -1.07014 -2.75285 0.32269 0.00
H 3.22142 -1.07032 2.92916 0.00
H 2.78335 -4.41037 -2.93229 0.00
H 3.74472 1.88267 -1.14249 0.00
H -6.00509 -0.00727 2.19166 0.00
H 1.76066 -5.84765 -2.81001 0.00
H -5.78688 -0.56582 -2.03858 0.00
H -1.19311 -5.00058 -1.54796 0.00
H -4.02550 0.25516 3.46435 0.00
H -4.53366 3.70839 -3.53158 0.00
H 0.48403 -4.52568 -5.42779 0.00
H 4.38398 -3.32043 -1.30596 0.00
H -3.89198 5.75368 -2.28444 0.00
H -1.27568 -5.65800 -3.18729 0.00
H 1.96790 -4.77729 -1.41146 0.00
H 1.91448 0.46128 6.91866 0.00
H -2.21095 5.59811 -0.47683 0.00
H 0.17648 0.73658 5.14621 0.00
H -0.85524 4.33804 1.01563 0.00
H -3.31852 -0.97729 -1.81560 0.00
H 4.70387 -4.50447 0.84061 0.00
H 4.08859 1.63993 6.66512 0.00
H 4.49993 3.05325 4.66954 0.00
H 3.49311 -1.02601 -1.33697 0.00
H -3.44961 1.53955 -2.99479 0.00
H 4.10724 -3.37302 2.96487 0.00
H -2.05815 -2.39538 1.76049 0.00
H -2.43243 0.20602 2.72268 0.00
H 2.09412 3.39052 2.13747 0.00
H -2.06786 -4.12110 -2.80270 0.00
```

***

[4]
Below is a molecular structure, C38H30BrF4N2O5P2SV, with properties calculated with the ωB97M-V functional and the def2-TZVPD basis.

The orbital gap (alpha / beta) is 0.279 / 0.264 Eh. The value obtained for the energy above the lowest of the compared OMol25 structures with the same formula, charge and spin is 113.20 kJ/mol. Its net charge is +1. As for the spin multiplicity: 2.

Geometry as XYZ:
```
84
Properties=species:S:1:pos:R:3:mulliken_spin:R:1
Br -2.57191 -1.88440 -2.00083 0.00
V 0.76826 -1.00800 -0.41956 1.02
S 1.78370 -1.82103 -2.55541 0.00
P -1.09946 -1.17838 0.95782 0.00
P 0.58544 0.99257 -1.66622 -0.04
F -3.30937 -0.42617 2.98689 0.00
F -5.91671 -0.19543 2.64414 0.00
F -7.04005 -0.61763 0.21293 0.00
F -5.49759 -1.35764 -1.86504 0.00
O 2.49950 -1.04280 -1.51215 -0.01
O 1.61610 -2.61860 0.62620 0.00
O 0.47603 -2.20448 -1.94950 0.00
O 3.11467 -3.30789 2.07853 0.00
O 2.52970 -2.87874 -3.14197 0.00
N 2.68555 -1.05623 1.85997 0.00
N 2.06446 -0.05346 1.09278 0.02
C -0.98270 -3.92327 1.14589 0.00
C 3.29992 3.46212 0.13478 0.00
C -3.09024 2.65389 -2.00895 0.00
C -2.87224 4.02423 -1.95419 0.00
C -5.15645 -0.51388 1.60727 0.00
C -3.78635 -0.63323 1.75759 0.00
C -4.93137 -1.11866 -0.68695 0.00
C 0.61202 1.13203 -5.78254 0.00
C -3.56238 -1.24950 -0.52347 0.00
C -1.04877 -5.16149 1.76368 0.00
C 1.34454 -0.64164 -3.81280 0.01
C -0.29095 2.32244 3.85289 0.00
C -1.58790 4.51339 -1.77246 0.00
C -0.79067 0.17230 2.15225 -0.01
C -1.32453 -5.25116 3.11979 0.00
C -1.49541 -2.85458 3.24408 0.00
C -1.55424 -4.09855 3.85595 0.00
C 0.38341 1.45546 -4.45209 0.00
C 0.20901 1.06489 4.15765 0.00
C -0.72292 2.26982 -1.71251 0.01
C 1.57151 -0.97001 -5.13775 0.00
C -1.19018 -2.75814 1.88583 -0.01
C -2.02125 1.78349 -1.87939 -0.01
C 2.09672 1.98817 -1.36035 0.00
C 4.37051 2.62777 -1.84503 0.00
C -0.51083 3.64413 -1.65614 0.00
C 0.75574 0.57152 -3.44439 0.00
C 3.21865 1.93115 -2.18316 0.00
C -0.99571 2.52001 2.67340 0.00
C 2.14994 2.76180 -0.19499 0.01
C -1.23524 1.45376 1.82107 0.00
C 3.98545 -3.01726 3.17629 0.00
C -2.94104 -0.97466 0.70160 -0.01
C -0.02928 -0.00612 3.30635 0.01
C 1.20782 -0.07108 -6.12914 0.00
C -5.73509 -0.74148 0.37279 0.00
C 4.41454 3.39348 -0.68970 0.00
C 2.45875 -2.34385 1.46463 -0.01
H -1.69480 -1.97027 3.83024 0.00
H -0.14094 3.14577 4.53890 0.00
H 0.36565 -0.98467 3.54430 0.00
H -0.08180 2.39974 -4.20314 0.00
H -1.78109 1.60680 0.89590 0.00
H 3.45645 -2.47560 3.96152 0.00
H 1.27391 2.81384 0.44686 0.00
H 3.20801 1.33532 -3.08423 0.00
H -2.17679 0.71108 -1.91687 0.01
H -3.70386 4.70842 -2.05989 0.00
H 1.73229 0.68068 1.70884 0.01
H 0.76521 0.91195 5.07407 0.00
H 3.54616 -0.81591 2.32414 0.00
H 4.86540 -2.45945 2.84813 0.00
H -4.08851 2.26366 -2.16095 0.00
H -1.37058 3.50428 2.42378 0.00
H -1.78947 -4.16148 4.91093 0.00
H 2.03073 -1.92247 -5.36802 0.00
H 3.32990 4.06653 1.03285 0.00
H 0.32407 1.83263 -6.55540 0.00
H 0.48394 4.04893 -1.53541 0.00
H -0.87865 -6.06082 1.18606 0.00
H -1.37991 -6.21898 3.60072 0.00
H -1.41748 5.58136 -1.72859 0.00
H 2.71782 0.33479 0.41064 -0.01
H 4.30887 -3.97891 3.55826 0.00
H -0.75544 -3.85397 0.08916 0.01
H 5.23966 2.56143 -2.48638 0.00
H 1.39129 -0.31039 -7.16755 0.00
H 5.30882 3.94670 -0.43527 0.00
```

***

no.,total energy (Ha)
1,-3100.9811
2,-217.1136
3,-3045.6334
4,-6949.9845